{"formula": "C20H44Cl6N6O6", "method": "ωB97M-V/def2-TZVPD", "total_charge": 0, "de_lowest_kj_mol": 424.8, "orbital_gap_ev": 9.2149, "e_tot_ha": -4329.472604, "homo_ha": -0.3380, "multiplicity": 1, "species": ["C", "O", "N", "C", "C", "H", "H", "H", "H", "H", "H", "H", "C", "O", "N", "C", "C", "H", "H", "H", "H", "H", "H", "H", "C", "O", "N", "C", "C", "H", "H", "H", "H", "H", "H", "H", "C", "O", "N", "C", "C", "H", "H", "H", "H", "H", "H", "H", "C", "O", "N", "C", "C", "H", "H", "H", "H", "H", "H", "H", "C", "O", "N", "C", "C", "H", "H", "H", "H", "H", "H", "H", "C", "Cl", "Cl", "Cl", "H", "C", "Cl", "Cl", "Cl", "H"], "xyz": [[0.3578, -5.2444, 2.8539], [-0.4141, -4.4535, 3.3647], [0.0513, -6.2197, 1.9574], [1.0960, -6.8665, 1.1980], [-1.2984, -6.6116, 1.6101], [1.4334, -5.2127, 3.0871], [1.9510, -6.1991, 1.0895], [0.6519, -6.9304, 0.2047], [1.3926, -7.8257, 1.6224], [-1.9795, -6.1757, 2.3410], [-1.5350, -6.2431, 0.6119], [-1.4608, -7.6832, 1.7257], [7.8931, -2.0587, 1.2860], [7.8082, -3.2615, 1.3976], [6.9225, -1.2275, 0.9748], [7.1796, 0.2101, 0.7266], [5.5492, -1.6086, 0.9597], [8.8174, -1.4754, 1.4191], [7.1576, 0.3310, -0.3564], [8.1924, 0.5188, 0.9856], [6.3982, 0.8590, 1.1221], [5.4939, -2.6910, 0.8440], [5.0132, -1.3235, 1.8649], [4.9495, -1.2688, 0.1153], [-3.6599, 4.0182, 4.4130], [-4.6308, 4.6680, 4.7455], [-3.0106, 4.1277, 3.2213], [-1.8719, 3.2493, 2.7870], [-3.5098, 5.0812, 2.1638], [-3.2281, 3.2329, 5.0526], [-1.8023, 2.2634, 3.2467], [-0.8937, 3.7191, 2.8896], [-1.9338, 3.0247, 1.7222], [-3.6561, 4.5229, 1.2391], [-4.4571, 5.4513, 2.5559], [-2.8241, 5.9073, 1.9759], [1.0594, 2.1769, 6.4443], [0.5330, 2.6977, 7.4444], [1.1397, 0.8791, 6.2938], [1.8551, 0.2440, 5.1407], [0.4798, -0.1443, 7.0851], [1.6905, 2.5906, 5.6426], [2.5678, 0.7749, 4.5096], [1.1495, -0.1113, 4.3898], [2.3624, -0.6984, 5.3470], [0.3177, 0.2820, 8.0751], [-0.5034, -0.4145, 6.6999], [1.1738, -0.9598, 7.2885], [1.1512, 1.4323, -0.2529], [1.9687, 1.6205, 0.6755], [0.5006, 0.2571, -0.5466], [-0.5912, 0.2763, -1.5688], [0.6884, -1.0564, -0.0960], [0.8334, 2.2010, -0.9743], [-1.3045, -0.5414, -1.4661], [-0.1975, 0.2810, -2.5852], [-1.0884, 1.2463, -1.5597], [-0.0847, -1.3876, 0.5973], [0.8194, -1.6558, -0.9970], [1.6880, -1.1073, 0.3355], [-3.6853, 1.5924, -6.5177], [-2.9713, 1.7926, -5.5290], [-3.2809, 1.0313, -7.6903], [-4.2921, 0.7386, -8.7093], [-1.8915, 0.7241, -7.9312], [-4.7659, 1.7935, -6.4549], [-4.5827, 1.5932, -9.3204], [-5.2793, 0.5325, -8.2958], [-3.9503, -0.0535, -9.3755], [-1.8263, 0.4405, -8.9816], [-1.2011, 1.5577, -7.8025], [-1.6760, -0.1733, -7.3513], [-2.8681, -3.1572, -4.8139], [-2.8271, -3.8747, -3.1749], [-4.1552, -3.8200, -5.7853], [-1.2711, -3.5018, -5.3926], [-2.9721, -2.0725, -4.7885], [-2.2726, 7.0074, -3.3420], [-2.3622, 8.7711, -3.2084], [-0.8833, 6.3016, -2.4552], [-2.1483, 6.7142, -5.0796], [-3.1893, 6.5747, -2.9411]], "forces_ev_per_angstrom": [[-0.42, 0.29, -0.10], [-0.02, -0.47, -0.07], [0.18, -0.04, 0.66], [-0.24, 0.60, -0.27], [-0.30, 0.66, 0.87], [0.12, -0.02, -0.17], [0.13, -0.17, 0.22], [0.45, -0.66, -0.21], [-0.02, -0.11, -0.27], [0.02, 0.34, -0.19], [-0.24, -0.26, -0.07], [0.35, -0.14, -0.42], [1.19, -0.45, 0.15], [0.01, -0.31, 0.21], [-1.30, 2.78, -0.19], [0.10, -0.83, -1.05], [-1.01, -1.36, -0.30], [0.45, -0.36, 0.04], [-0.20, 0.23, -0.19], [-0.18, -0.14, 0.57], [0.20, -0.19, 0.41], [0.14, -0.09, 0.40], [0.11, 0.09, 0.15], [0.45, 0.64, -0.20], [0.06, -0.20, -0.42], [0.20, 0.02, -0.06], [0.87, -0.10, -1.71], [-0.35, 0.48, 0.07], [0.06, -1.02, 1.37], [0.09, 0.01, 0.04], [-0.45, 0.23, 0.54], [-0.07, 0.29, 0.32], [-0.47, 0.20, -0.11], [-0.08, 0.02, 0.02], [0.07, 0.13, -0.26], [0.11, -0.07, 0.19], [0.04, 1.04, 2.50], [0.56, 0.01, -2.11], [1.30, -3.98, -2.24], [-0.74, -0.42, -0.93], [0.06, 1.18, 1.55], [-0.39, 1.21, 0.17], [-0.04, 1.01, 0.76], [-0.61, 0.18, 0.01], [0.09, 0.21, 1.05], [-0.25, 0.17, 0.00], [0.25, -0.37, -0.26], [-0.30, -0.25, -0.57], [0.92, -1.03, 1.85], [-1.67, -0.59, -2.19], [-1.77, 1.96, -1.60], [0.79, 1.54, -0.28], [2.16, -0.65, 0.59], [0.15, 0.26, 0.29], [0.20, 0.16, 0.35], [0.31, -0.60, -0.11], [-0.40, -0.14, 0.44], [0.07, -0.27, -0.14], [-0.62, -0.57, 0.14], [-0.14, -0.10, 0.69], [0.92, -0.47, 1.18], [-0.51, -0.14, -1.42], [-1.30, 0.97, 0.32], [-0.34, 0.60, -0.19], [-0.34, -0.72, -0.70], [0.00, 0.02, -0.29], [0.76, 0.38, -0.34], [0.30, -0.75, 0.51], [-0.16, -0.06, 0.26], [0.13, -0.04, 0.00], [-0.19, -0.11, 0.53], [0.74, 0.24, 0.18], [0.31, 0.00, 0.86], [-0.83, 0.42, 0.16], [-0.08, -0.10, -0.15], [0.79, 0.02, -1.20], [-0.18, -0.26, 0.33], [0.29, 0.29, -0.26], [0.04, -0.06, 0.68], [-0.58, 0.36, -0.30], [-0.03, -0.66, 0.05], [0.27, 0.05, -0.16]], "lowdin_charge": [-0.34, 0.01, -0.21, -0.06, -0.05, 0.13, 0.09, 0.09, 0.09, 0.09, 0.09, 0.09, -0.38, 0.02, -0.19, -0.03, -0.06, 0.13, 0.08, 0.08, 0.09, 0.09, 0.09, 0.09, -0.35, 0.01, -0.16, -0.05, -0.03, 0.13, 0.08, 0.08, 0.07, 0.08, 0.08, 0.08, -0.35, -0.02, -0.18, -0.05, -0.04, 0.13, 0.08, 0.08, 0.08, 0.09, 0.10, 0.09, -0.30, -0.03, -0.20, -0.05, -0.08, 0.13, 0.09, 0.09, 0.08, 0.10, 0.09, 0.09, -0.33, -0.02, -0.19, -0.06, -0.04, 0.13, 0.08, 0.08, 0.09, 0.08, 0.10, 0.09, -1.58, 0.48, 0.55, 0.52, 0.02, -1.52, 0.50, 0.49, 0.50, 0.02]}